No. 1
The following is a quantum chemistry calculation of a single C9H12N4O3 molecule at a distorted geometry, from the OMol25 dataset.

Each line ends with the Löwdin charge.
Atoms and positions in Å:
1 O -1.01191 2.40953 2.16603  0.135
2 O 0.24785 2.95147 -2.00216  0.128
3 N 0.11086 -0.18867 2.20101  0.218
4 N 0.21187 -1.31820 -0.41145  0.195
5 O 0.68968 -1.54794 2.04930  -0.056
6 C -0.59249 1.93038 1.16428  -0.408
7 C -0.05980 2.15370 -1.19457  -0.402
8 C -0.17953 0.51356 1.14511  -0.093
9 C 0.06613 -0.03501 -0.20060  -0.212
10 N -0.67943 2.64197 -0.01108  0.031
11 N 0.31982 0.77151 -1.29590  -0.010
12 C -1.23190 4.01126 0.08354  -0.003
13 C 1.04712 0.38584 -2.43154  -0.040
14 C 1.36376 -3.27833 0.51871  -0.036
15 C -1.03566 -2.91636 1.03871  -0.016
16 C 0.30419 -2.24537 0.80290  -0.553
17 H -0.67857 4.79026 0.62403  0.104
18 H -2.27612 3.97668 0.40070  0.095
19 H -1.34114 4.39492 -0.95757  0.098
20 H 1.97417 -0.03298 -2.14737  0.085
21 H 0.47893 -0.33657 -2.95775  0.081
22 H 1.25964 1.20555 -3.17564  0.121
23 H 1.68664 -3.75863 1.42742  0.078
24 H 2.29097 -2.93566 -0.00188  0.097
25 H 0.86066 -4.13410 -0.04466  0.111
26 H -1.68383 -2.44916 1.74738  0.079
27 H -1.44080 -3.06114 0.04757  0.086
28 H -0.70109 -3.89850 1.41546  0.086

ΔE to the lowest compared entry with this formula, charge and spin, kJ/mol: 0.85
SMILES: Cn1c(=O)c2c(n(C)c1=O)=NC(C)(C)ON=2
HOMO level, eV: -9.5
LUMO energy, Eh: -0.030
Total energy, hartree: -794.82178

---

No. 2
The following is a quantum chemistry calculation of 2 unconnected molecules or ions with the total composition C9H12NO2 at a distorted geometry, from the OMol25 dataset.

Each line ends with the Löwdin charge.
Atoms and positions in Å:
1 C 1.50155 3.00944 -0.16536  -0.045
2 C 2.07404 1.83166 0.18074  0.004
3 C 0.36661 2.96696 -0.96693  -0.019
4 C 1.49030 0.53813 -0.06130  0.036
5 C -0.15192 1.76862 -1.25791  0.005
6 C -2.07664 -0.75250 0.15454  -0.206
7 C -0.92033 -2.99264 -0.20493  0.019
8 C -0.10786 -1.39905 1.55423  -0.027
9 C -0.93798 -1.66998 0.42069  -0.243
10 N 0.37096 0.61154 -0.73911  -0.203
11 O -2.01774 0.38489 0.50524  0.104
12 O -0.16947 -0.46138 -1.11133  -0.054
13 H 2.03079 3.91478 -0.10956  0.112
14 H 3.05887 1.91252 0.71238  0.141
15 H 0.05486 3.94915 -1.52540  0.176
16 H 1.80875 -0.44767 0.19772  0.127
17 H -0.94696 1.50043 -2.01278  0.179
18 H -2.86094 -1.23577 -0.42981  0.152
19 H -1.18840 -2.64512 -1.24885  0.137
20 H 0.01908 -3.48244 0.04291  0.114
21 H -1.73854 -3.45324 0.31913  0.120
22 H -0.33996 -2.09559 2.37506  0.140
23 H 1.00865 -1.42261 1.54245  0.111
24 H -0.32772 -0.33012 1.82818  0.118

ΔE to the lowest compared entry with this formula, charge and spin, kJ/mol: 446.19
HOMO level (spin up / spin down), eV: -13.6 / -13.6
LUMO energy (spin up / spin down), Eh: -0.192 / -0.192
Total energy, hartree: -554.96772
Total charge: +1

---

No. 3
The following is a quantum chemistry calculation of a molecular structure, C9H12O2 at a distorted geometry, from the OMol25 dataset.

Each line ends with the Löwdin charge.
Atoms and positions in Å:
1 C 1.33051 2.12306 -2.01781  -0.052
2 C 0.91948 1.49970 -0.67915  -0.507
3 C 1.29382 2.32917 0.54640  -0.082
4 C -0.79840 0.02995 0.14381  -0.289
5 C -1.56264 -0.14954 1.20495  -0.041
6 C -1.48483 -1.23019 2.08257  -0.045
7 C -0.92975 -2.40295 1.45633  -0.040
8 C -0.16014 -2.27754 0.24513  -0.031
9 C -0.07383 -1.05806 -0.37226  -0.288
10 H 1.68131 1.46976 -2.88205  0.097
11 H 2.29231 2.65480 -1.54719  0.095
12 H 0.73367 3.01478 -2.26174  0.073
13 H 1.34906 0.50234 -0.77004  0.100
14 H 1.41129 3.99254 0.37785  0.214
15 H 0.63182 1.88033 1.45557  0.090
16 H 2.60185 1.90887 0.81112  0.152
17 H -1.90184 0.97417 1.33827  0.173
18 H -1.84272 -1.26471 3.05564  0.075
19 H -0.97640 -3.26251 2.05882  0.074
20 H -0.00792 -3.16840 -0.29435  0.090
21 H 0.51228 -2.25729 -1.88768  0.264
22 O -0.49317 1.22469 -0.45185  -0.068
23 O 0.78191 -1.17798 -1.43740  -0.053

ΔE to the lowest compared entry with this formula, charge and spin, kJ/mol: 737.83
HOMO level, eV: -8.4
LUMO energy, Eh: 0.011
Total energy, hartree: -500.34038

---

No. 4
The following is a quantum chemistry calculation of a single C9H12O4 molecule at a distorted geometry, from the OMol25 dataset.

Each line ends with the Löwdin charge.
Atoms and positions in Å:
1 C 1.68096 -2.08223 -1.71982  -0.073
2 C -0.17485 -0.90077 -0.78739  -0.203
3 C -1.30954 -1.45203 -0.22247  0.052
4 C -1.94561 -0.81788 0.83427  -0.316
5 C -1.38666 0.32210 1.40445  0.076
6 C -0.22863 0.84569 0.84101  -0.219
7 C 1.55924 1.86661 1.96573  -0.063
8 C 0.39762 0.25156 -0.25675  -0.187
9 C 1.22719 1.82691 -1.77308  -0.050
10 H 1.67451 -2.83955 -0.90428  0.104
11 H 1.93075 -2.55857 -2.65760  0.086
12 H 2.42314 -1.30829 -1.49017  0.087
13 H -1.71171 -2.38368 -0.62426  0.133
14 H -3.34977 -2.05565 0.86273  0.109
15 H -1.87986 0.82317 2.21791  0.131
16 H 1.76307 2.81047 2.45150  0.088
17 H 2.31996 1.63776 1.21230  0.087
18 H 1.54222 1.03702 2.70943  0.108
19 H 0.59913 1.44378 -2.58033  0.093
20 H 0.73691 2.70771 -1.27284  0.110
21 H 2.17773 2.12644 -2.24728  0.096
22 O 0.37643 -1.56293 -1.87810  -0.094
23 O -3.06459 -1.31619 1.42041  0.060
24 O 0.28307 2.00489 1.36494  -0.093
25 O 1.51205 0.79917 -0.83137  -0.123

ΔE to the lowest compared entry with this formula, charge and spin, kJ/mol: 142.82
SMILES: COc1cc(O)cc(OC)c1OC
HOMO level, eV: -8.4
LUMO energy, Eh: 0.029
Total energy, hartree: -651.04659

---

No. 5
The following is a quantum chemistry calculation of a molecular structure, C9H12Si at a distorted geometry, from the OMol25 dataset.

Each line ends with the Löwdin charge.
Atoms and positions in Å:
1 C -2.76248 -0.31239 -0.33552  -0.107
2 C -2.14541 -1.45470 0.07899  -0.132
3 C -2.01003 0.84947 -0.21265  -0.062
4 C -0.82143 -1.59362 0.50004  -0.106
5 C -0.70687 0.75561 0.22794  -0.256
6 C -0.00747 -0.45259 0.59416  -0.288
7 C -0.00481 2.06143 0.38087  -0.290
8 C 1.45483 1.96410 0.03099  -0.143
9 C 2.20528 -1.69432 -0.70371  -0.220
10 Si 1.83161 -0.41406 0.73966  0.865
11 H -3.86528 -0.35378 -0.73582  0.142
12 H -2.84649 -2.34858 -0.07352  0.122
13 H -2.40031 1.87243 -0.44100  0.125
14 H -0.36920 -2.55085 0.67715  0.095
15 H -0.46176 2.77807 -0.30756  0.097
16 H -0.10334 2.59780 1.34881  0.124
17 H 1.62870 1.99076 -1.07494  0.053
18 H 2.29468 2.46613 0.53120  0.025
19 H 2.92120 -1.37702 -1.46466  0.009
20 H 2.37477 -2.74614 -0.39989  0.022
21 H 1.22075 -1.68706 -1.23267  0.025
22 H 2.57307 -0.35070 1.87215  -0.100

ΔE to the lowest compared entry with this formula, charge and spin, kJ/mol: 185.41
HOMO level, eV: -8.1
LUMO energy, Eh: 0.030
Total energy, hartree: -639.54146